(P)
{"formula": "C5H12N2", "method": "ωB97M-V with the def2-TZVPD basis set", "gap_ev": 8.99, "elements": ["N", "N", "C", "C", "C", "C", "C", "H", "H", "H", "H", "H", "H", "H", "H", "H", "H", "H", "H"], "xyz": [[2.858, -0.356, -0.653], [0.505, 1.468, 0.005], [-0.349, -0.596, 0.972], [0.205, 0.104, -0.189], [1.824, -0.833, -0.068], [-1.975, 0.120, 1.199], [-0.422, -0.184, -1.538], [-0.862, -1.183, -1.569], [-2.391, 0.635, 0.332], [0.158, -0.409, 1.918], [-1.211, 0.533, -1.781], [-2.628, -0.709, 1.479], [0.946, 1.687, 0.891], [2.649, 0.541, -1.107], [-1.910, 0.833, 2.023], [0.334, -0.130, -2.327], [-0.554, -1.651, 0.804], [1.929, -1.828, 0.399], [0.894, 1.957, -0.791]], "nbo_charge": [-0.64, -0.85, -0.40, 0.14, 0.07, -0.63, -0.64, 0.22, 0.21, 0.21, 0.22, 0.20, 0.38, 0.31, 0.20, 0.22, 0.22, 0.16, 0.38]}

***

(Q)
{"formula": "C5H12N2", "method": "ωB97M-V with the def2-TZVPD basis set", "gap_ev": [8.99, 6.84], "elements": ["N", "N", "C", "C", "C", "C", "C", "H", "H", "H", "H", "H", "H", "H", "H", "H", "H", "H", "H"], "xyz": [[-1.127, -0.453, -1.547], [-0.391, -1.980, 0.165], [0.788, 1.360, 0.392], [-0.187, -0.713, -0.477], [2.204, 1.001, 0.083], [-1.616, 0.705, 1.071], [-0.302, 0.433, 0.675], [-2.376, 1.165, 0.454], [-0.154, -2.744, -0.457], [0.554, 0.378, 1.638], [0.465, 2.263, -0.125], [-1.345, -2.086, 0.490], [-1.959, 0.406, 2.051], [2.347, 0.796, -0.991], [2.876, 1.822, 0.355], [2.516, 0.106, 0.627], [0.797, -0.753, -0.947], [-2.072, -0.544, -1.191], [-1.018, -1.162, -2.264]], "nbo_charge": [-0.85, -0.85, -0.15, 0.13, -0.67, -0.29, -0.36, 0.18, 0.35, 0.27, 0.17, 0.35, 0.18, 0.21, 0.23, 0.21, 0.18, 0.35, 0.36]}

***

Relative stability in eV, measured from the most stable structure: (P) 0.000; (Q) 3.445

***

(P)
{"formula": "C5H11NO2", "method": "ωB97M-V with the def2-TZVPD basis set", "total_charge": 1, "s_squared": 0.76, "gap_ev": [13.08, 7.43], "spin_multiplicity": 2, "elements": ["O", "O", "N", "C", "C", "C", "C", "C", "H", "H", "H", "H", "H", "H", "H", "H", "H", "H", "H"], "xyz": [[-0.455, 2.104, 0.110], [1.688, 1.951, -0.616], [0.616, 0.088, 0.003], [-0.701, -1.941, -0.338], [0.053, -1.215, 1.948], [-0.393, -0.704, 0.554], [-1.465, -1.692, -1.609], [0.525, 1.495, -0.161], [0.350, -2.265, 1.929], [-1.091, -2.709, 0.324], [-0.827, -1.177, 2.602], [1.658, 2.918, -0.542], [1.527, -0.343, -0.172], [-1.305, -0.128, 0.645], [-1.903, -0.687, -1.641], [0.806, -0.682, 2.510], [-0.845, -1.802, -2.494], [-2.304, -2.385, -1.674], [0.290, -2.382, -0.540]], "nbo_charge": [-0.46, -0.64, -0.21, -0.37, -0.60, -0.09, -0.64, 0.84, 0.24, 0.25, 0.27, 0.53, 0.44, 0.26, 0.22, 0.25, 0.24, 0.25, 0.21]}

***

(Q)
{"formula": "C5H11NO2", "method": "ωB97M-V with the def2-TZVPD basis set", "total_charge": 1, "s_squared": 0.76, "gap_ev": [10.51, 4.95], "spin_multiplicity": 2, "elements": ["O", "O", "N", "C", "C", "C", "C", "C", "H", "H", "H", "H", "H", "H", "H", "H", "H", "H", "H"], "xyz": [[-2.688, 0.541, -0.843], [-3.410, -0.604, 1.030], [1.672, -0.760, 1.152], [2.013, 1.087, -0.507], [-1.230, -1.029, 0.129], [-0.198, 0.153, -0.221], [1.218, -0.247, -0.095], [-2.576, -0.407, 0.184], [1.110, -0.491, 1.945], [-3.566, 1.026, -0.936], [2.959, 1.031, -0.051], [2.666, -0.633, 1.288], [-0.407, 1.122, 0.206], [-1.075, -1.377, 1.119], [1.345, 1.940, -0.253], [-1.242, -1.954, -0.472], [-0.346, 0.416, -1.243], [1.387, -0.998, -0.966], [2.369, 1.183, -1.466]], "nbo_charge": [-0.74, -0.53, -0.30, -0.55, -0.52, -0.44, -0.12, 0.79, 0.42, 0.53, 0.22, 0.42, 0.25, 0.23, 0.25, 0.27, 0.27, 0.32, 0.26]}

***

Relative stability in eV, measured from the most stable structure: (P) 0.000; (Q) 1.185

***

(P)
{"formula": "C4H5N3", "method": "ωB97M-V with the def2-TZVPD basis set", "gap_ev": [6.92, 8.18], "elements": ["N", "N", "N", "C", "C", "C", "C", "H", "H", "H", "H", "H"], "xyz": [[-1.432, -1.156, 0.186], [0.661, -0.106, 1.801], [0.654, 1.422, -1.156], [-0.948, -0.229, -0.635], [0.303, 0.337, -0.424], [-1.387, -1.477, 1.351], [1.227, -0.057, 0.690], [-1.332, -2.499, 1.738], [-0.063, 2.032, -1.523], [2.319, -0.160, 0.478], [1.564, 1.839, -1.028], [-1.564, 0.053, -1.478]], "nbo_charge": [-0.35, -0.37, -0.77, -0.17, 0.19, 0.20, -0.08, 0.20, 0.39, 0.16, 0.39, 0.21]}

***

(Q)
{"formula": "C4H5N3", "method": "ωB97M-V with the def2-TZVPD basis set", "gap_ev": 9.74, "elements": ["N", "N", "N", "C", "C", "C", "C", "H", "H", "H", "H", "H"], "xyz": [[0.919, 2.092, 0.110], [-1.059, 0.069, 0.192], [3.508, -0.264, 0.133], [-2.083, -0.905, 0.048], [1.125, 0.879, -0.106], [0.125, -0.188, -0.171], [2.449, 0.174, 0.080], [0.435, -1.128, -0.654], [1.711, 2.694, 0.318], [-2.770, -0.563, -0.729], [-1.718, -1.911, -0.205], [-2.641, -0.949, 0.984]], "nbo_charge": [-0.49, -0.30, -0.28, -0.44, 0.16, 0.02, 0.19, 0.17, 0.37, 0.22, 0.17, 0.22]}

***

(R)
{"formula": "C4H5N3", "method": "ωB97M-V with the def2-TZVPD basis set", "gap_ev": [8.37, 8.37], "elements": ["N", "N", "N", "C", "C", "C", "C", "H", "H", "H", "H", "H"], "xyz": [[-0.066, 0.868, -1.641], [-0.290, -1.319, -1.275], [1.211, 0.012, 0.811], [-0.454, 1.179, -0.455], [-0.225, 0.132, 0.635], [-0.691, -1.146, -0.064], [0.543, -0.333, -1.664], [1.671, 0.859, 1.114], [-1.390, -1.847, 0.386], [1.502, -0.792, 1.349], [-0.992, 2.109, -0.282], [-0.813, 0.345, 1.541]], "nbo_charge": [-0.43, -0.43, -0.82, 0.06, -0.19, 0.06, 0.41, 0.37, 0.20, 0.37, 0.20, 0.20]}

***

Relative stability in eV, measured from the most stable structure: (P) 2.896; (Q) 0.000; (R) 1.818

***

(P)
{"formula": "C4H5N3", "method": "ωB97M-V with the def2-TZVPD basis set", "gap_ev": 9.43, "elements": ["N", "N", "N", "C", "C", "C", "C", "H", "H", "H", "H", "H"], "xyz": [[-1.111, -1.503, -0.386], [0.582, -2.554, 0.906], [0.660, 3.082, -0.216], [-0.582, -2.576, 0.169], [0.925, -1.346, 0.881], [0.720, -0.141, 0.509], [-0.490, -0.319, -0.229], [0.927, 2.221, 0.257], [-1.063, -3.541, 0.059], [-0.311, 3.267, 0.018], [0.695, 2.893, -1.213], [-0.966, 0.537, -0.708]], "nbo_charge": [-0.44, -0.44, -1.07, 0.24, 0.45, -0.29, 0.07, 0.37, 0.21, 0.35, 0.35, 0.21]}

***

(Q)
{"formula": "C4H5N3", "method": "ωB97M-V with the def2-TZVPD basis set", "gap_ev": 9.67, "elements": ["N", "N", "N", "C", "C", "C", "C", "H", "H", "H", "H", "H"], "xyz": [[1.438, -1.205, -0.026], [-2.039, 0.080, 0.079], [1.458, 1.152, 0.131], [-0.650, -0.023, 0.021], [0.131, 1.143, 0.103], [2.054, -0.037, 0.069], [0.107, -1.208, -0.048], [-0.269, -2.228, -0.119], [-2.592, -0.690, -0.266], [-0.349, 2.121, 0.156], [3.139, -0.080, 0.098], [-2.429, 0.974, -0.198]], "nbo_charge": [-0.43, -0.80, -0.42, 0.08, 0.02, 0.20, 0.00, 0.20, 0.39, 0.19, 0.18, 0.38]}

***

Relative stability in eV, measured from the most stable structure: (P) 3.612; (Q) 0.000